# 1
12
Properties=species:S:1:pos:R:3 method="wB97M-V/def2-TZVPD" homo_energy_ev=-7.7 smiles=Nc1cc[nH]c1 de_lowest_kcal_mol=31.65 gap_ev=8.89
N -2.051 0.127 -0.321
C -0.679 0.231 0.010
C 0.021 -0.987 0.182
C 1.361 -0.754 0.178
N 1.608 0.568 0.160
C 0.278 1.260 0.079
H -2.710 0.854 -0.089
H -2.446 -0.797 -0.150
H -0.440 -1.945 0.321
H 2.128 -1.506 0.073
H 2.612 0.796 0.077
H 0.318 2.154 -0.519

***

# 2
297
Properties=species:S:1:pos:R:3 method="wB97M-V/def2-TZVPD" homo_energy_ev=-14.9 charge=+4 gap_ev=7.40
C -1.323 1.261 -1.942
F -0.614 2.403 -2.117
F -2.652 1.484 -1.854
F -1.072 0.544 -3.030
S -0.595 0.330 -0.455
O 0.883 0.253 -0.618
O -0.936 1.131 0.639
O -1.278 -0.992 -0.368
C -6.842 2.650 1.233
C -6.100 1.772 0.219
N -5.581 0.575 0.902
C -6.311 -0.397 1.581
C -5.449 -1.411 2.046
N -4.139 -0.898 1.706
C -4.237 0.207 0.983
C -2.903 -1.508 2.156
H -7.726 2.250 1.728
H -7.290 3.359 0.536
H -6.211 3.215 1.918
H -5.218 2.282 -0.168
H -6.766 1.478 -0.593
H -7.371 -0.206 1.666
H -5.534 -2.337 2.595
H -3.376 0.785 0.679
H -3.142 -2.182 2.979
H -2.119 -0.759 2.266
H -2.502 -2.128 1.354
C 1.024 -6.911 -1.752
C 1.577 -5.586 -1.045
N 3.072 -5.717 -0.884
C 3.623 -6.468 0.121
C 5.001 -6.620 -0.019
N 5.309 -6.022 -1.283
C 4.177 -5.414 -1.764
C 6.673 -5.998 -1.884
H 1.611 -7.128 -2.644
H -0.004 -6.733 -2.068
H 1.213 -7.814 -1.171
H 1.057 -5.412 -0.103
H 1.331 -4.755 -1.706
H 2.952 -6.823 0.889
H 5.820 -7.100 0.496
H 3.960 -5.074 -2.765
H 6.665 -5.555 -2.880
H 7.115 -6.994 -1.916
H 7.308 -5.311 -1.325
C -5.167 3.423 -3.302
C -6.215 2.931 -4.344
N -5.568 1.959 -5.211
C -5.134 0.744 -4.802
C -4.773 -0.047 -5.886
N -5.189 0.689 -6.959
C -5.554 1.981 -6.554
C -5.377 0.262 -8.307
H -4.951 2.567 -2.663
H -5.636 4.115 -2.603
H -4.221 3.764 -3.724
H -6.601 3.806 -4.866
H -7.124 2.507 -3.919
H -5.233 0.499 -3.755
H -4.518 -1.095 -5.925
H -5.941 2.789 -7.156
H -6.140 -0.514 -8.362
H -4.412 -0.048 -8.708
H -5.801 1.011 -8.976
C -1.438 9.676 3.532
C -2.342 8.486 3.417
C -1.622 7.303 2.686
N -2.425 5.980 2.884
C -3.905 6.137 2.352
C -2.382 5.524 4.384
C -2.740 4.084 4.406
C -2.346 3.543 3.009
C -1.788 4.730 2.271
H -1.919 10.655 3.543
H -0.719 9.795 2.722
H -0.800 9.571 4.409
H -3.255 8.799 2.910
H -2.680 8.098 4.378
H -0.587 7.221 3.017
H -1.558 7.399 1.602
H -4.511 6.457 3.200
H -4.294 5.195 1.966
H -3.873 6.859 1.536
H -3.223 6.047 4.840
H -1.416 5.801 4.805
H -3.791 3.912 4.635
H -2.141 3.584 5.167
H -3.289 3.194 2.587
H -1.779 2.616 3.096
H -1.914 4.627 1.194
H -0.745 4.788 2.584
C 5.279 -2.288 -0.714
C 6.284 -1.821 0.332
C 7.107 -2.873 1.095
N 7.933 -2.539 2.389
C 9.022 -1.537 2.018
C 8.667 -3.789 3.053
C 7.752 -4.163 4.129
C 6.471 -3.255 4.127
C 6.992 -2.002 3.506
H 5.831 -2.312 -1.654
H 4.422 -1.688 -1.020
H 4.804 -3.260 -0.587
H 5.731 -1.121 0.957
H 6.994 -1.154 -0.157
H 7.836 -3.325 0.424
H 6.447 -3.704 1.347
H 8.498 -0.659 1.640
H 9.692 -2.023 1.310
H 9.658 -1.264 2.860
H 9.709 -3.632 3.329
H 8.766 -4.478 2.214
H 8.284 -4.041 5.073
H 7.425 -5.197 4.020
H 6.253 -3.030 5.171
H 5.623 -3.666 3.578
H 7.657 -1.474 4.190
H 6.415 -1.180 3.083
C 5.832 3.798 -3.191
C 4.494 3.479 -2.530
C 4.290 4.389 -1.307
N 2.998 4.055 -0.609
C 1.674 4.357 -1.432
C 2.826 4.773 0.737
C 2.737 3.684 1.823
C 2.250 2.466 1.118
C 3.069 2.577 -0.074
H 6.645 3.452 -2.552
H 6.015 4.869 -3.269
H 5.927 3.409 -4.205
H 4.470 2.409 -2.326
H 3.673 3.733 -3.201
H 4.154 5.451 -1.512
H 4.986 4.285 -0.474
H 1.577 3.704 -2.300
H 1.897 5.375 -1.753
H 0.734 4.329 -0.883
H 1.928 5.389 0.689
H 3.633 5.474 0.951
H 2.113 3.966 2.671
H 3.734 3.568 2.246
H 1.188 2.607 0.916
H 2.369 1.507 1.621
H 2.676 1.964 -0.885
H 4.112 2.287 0.053
C 2.374 1.153 -4.285
C 2.180 1.217 -5.814
C 0.652 1.124 -6.203
N 0.224 0.753 -7.668
C 0.708 1.941 -8.574
C -1.255 0.446 -7.677
C -1.497 -0.804 -8.405
C -0.334 -1.636 -7.968
C 0.795 -0.584 -8.083
H 3.433 1.063 -4.044
H 1.964 0.250 -3.833
H 1.905 1.983 -3.756
H 2.762 0.401 -6.242
H 2.574 2.176 -6.149
H 0.108 2.039 -5.967
H 0.308 0.290 -5.592
H 0.418 2.935 -8.231
H 0.157 1.789 -9.502
H 1.790 1.873 -8.687
H -1.722 1.358 -8.049
H -1.507 0.389 -6.618
H -1.492 -0.622 -9.480
H -2.479 -1.231 -8.201
H -0.031 -2.445 -8.634
H -0.320 -2.177 -7.022
H 1.035 -0.519 -9.144
H 1.675 -0.807 -7.478
C -4.988 -1.825 -1.933
C -3.901 -2.862 -2.079
C -3.455 -2.893 -3.566
N -2.588 -4.135 -3.999
C -1.205 -4.095 -3.226
C -2.432 -4.128 -5.528
C -2.192 -5.597 -5.963
C -2.446 -6.388 -4.726
C -3.202 -5.487 -3.744
H -5.385 -1.743 -0.922
H -5.830 -1.835 -2.625
H -4.575 -0.853 -2.203
H -4.251 -3.862 -1.821
H -3.036 -2.808 -1.419
H -2.892 -1.993 -3.812
H -4.352 -2.939 -4.184
H -0.550 -4.626 -3.916
H -1.378 -4.421 -2.200
H -0.737 -3.113 -3.153
H -1.593 -3.459 -5.721
H -3.304 -3.802 -6.094
H -1.242 -5.699 -6.488
H -2.996 -5.845 -6.656
H -1.490 -6.818 -4.429
H -3.041 -7.269 -4.971
H -3.156 -5.803 -2.701
H -4.152 -5.450 -4.277
C -0.140 -5.112 6.472
C 0.501 -3.847 5.764
C 0.457 -3.862 4.126
N 1.149 -2.621 3.491
C 0.616 -1.386 4.269
C 0.948 -2.510 1.967
C 2.290 -2.114 1.328
C 3.170 -1.748 2.544
C 2.693 -2.727 3.630
H 0.469 -6.012 6.381
H -1.111 -5.384 6.058
H -0.244 -4.857 7.526
H 1.526 -3.778 6.128
H -0.086 -3.022 6.168
H -0.579 -3.851 3.785
H 0.946 -4.712 3.650
H -0.427 -1.631 4.468
H 0.771 -0.533 3.608
H 1.166 -1.370 5.210
H 0.132 -1.822 1.746
H 0.498 -3.415 1.558
H 2.277 -1.350 0.550
H 2.660 -2.984 0.785
H 3.021 -0.710 2.842
H 4.199 -1.937 2.239
H 2.980 -2.419 4.635
H 3.109 -3.726 3.499
C 0.992 3.069 5.904
C 0.134 2.512 7.084
C -0.040 1.055 7.028
N -0.373 0.473 8.454
C -1.705 1.038 9.057
C 0.741 0.643 9.524
C 0.674 -0.561 10.446
C -0.129 -1.644 9.659
C -0.436 -1.104 8.286
H 0.610 2.839 4.910
H 2.032 2.744 5.942
H 1.004 4.153 6.017
H -0.826 3.020 6.991
H 0.559 2.943 7.991
H 0.851 0.543 6.666
H -0.855 0.881 6.325
H -1.514 2.094 9.245
H -1.968 0.616 10.027
H -2.546 0.978 8.366
H 0.745 1.578 10.083
H 1.620 0.467 8.903
H 0.094 -0.477 11.365
H 1.651 -0.868 10.818
H -1.073 -1.766 10.189
H 0.455 -2.556 9.782
H -1.368 -1.475 7.860
H 0.347 -1.302 7.553
N 0.035 6.867 -0.232
S -0.861 6.900 -1.471
O -0.412 6.287 -2.759
O -1.777 8.056 -1.638
F -1.984 5.740 -0.979
S 0.639 8.480 -0.483
O 0.066 9.451 0.463
O 1.059 9.015 -1.796
F 2.072 8.226 0.163
N 2.013 -4.424 -4.013
S 1.908 -4.897 -5.432
O 3.105 -5.206 -6.148
O 0.837 -4.392 -6.215
F 1.276 -6.393 -5.189
S 2.180 -2.781 -4.396
O 0.941 -1.986 -4.451
O 3.187 -2.411 -5.362
F 2.931 -2.393 -2.969
N -0.942 4.298 -6.945
S 0.011 5.026 -6.058
O 0.697 4.284 -5.025
O -0.186 6.444 -5.915
F 1.214 5.045 -7.154
S -2.062 4.235 -5.676
O -2.753 5.389 -5.141
O -1.893 3.130 -4.741
F -3.235 3.653 -6.593
N -2.592 -4.673 2.695
S -3.029 -5.466 1.481
O -4.048 -4.787 0.688
O -2.945 -6.927 1.589
F -1.719 -5.204 0.580
S -3.818 -5.260 3.687
O -3.455 -6.447 4.502
O -5.197 -5.112 3.197
F -3.907 -4.069 4.792
P -4.000 0.348 5.455
F -4.613 -1.045 4.894
F -5.331 0.693 6.393
F -3.438 -0.563 6.704
F -3.157 1.694 5.976
F -2.547 0.017 4.636
F -4.590 1.064 4.167